[1]
A gas-phase ion, C3H10NS2 (charge +1) in a non-equilibrium geometry, computed with the ωB97M-V functional and the def2-TZVPD basis.

The molar mass comes out at 124.25 g/mol. For the total energy, the calculation gives -971.0724 a.u. Its LUMO energy is -0.2086 Ha. As for the charge: +1. For the energy relative to the best compared isomer or geometry (same formula, charge and spin), the calculation gives 76.64 kcal per mole. Its frontier orbital gap is 0.249 hartree. Its SMILES is C[C@@H]([NH3+])CSS. Its spin multiplicity is 1.

Last column: Löwdin charge in e.
Cartesian coordinates (Å):
C 1.26 1.33 0.94  -0.015
C 0.01 0.79 0.09  -0.361
N 0.44 0.14 -1.23  0.187
C -0.89 -0.18 0.89  -0.528
S -2.27 -0.94 0.01  0.560
S -1.57 -2.72 -0.91  0.219
H 1.55 2.15 0.29  0.082
H 0.91 1.65 1.89  0.084
H 2.12 0.65 1.00  0.092
H -0.46 1.78 -0.22  0.169
H 0.72 0.72 -2.04  0.186
H 1.18 -0.52 -0.94  0.169
H -0.37 -0.40 -1.59  0.073
H -0.42 -1.02 1.45  0.102
H -1.31 0.51 1.59  0.084
H -0.92 -3.94 -1.22  -0.102



[2]
A gas-phase ion, C3H10NS2 (charge +2) in a non-equilibrium geometry, computed with the ωB97M-V functional and the def2-TZVPD basis.

The molar mass comes out at 124.25 g/mol. For the total energy, the calculation gives -970.6861 a.u. Its LUMO energy (spin up / spin down) is -0.3402 / -0.4854 Ha. As for the expectation value of S²: 0.76. As for the charge: +2. For the energy relative to the best compared isomer or geometry (same formula, charge and spin), the calculation gives 36.79 kcal per mole. Its frontier orbital gap (spin up / spin down) is 0.391 / 0.226 hartree. Its spin multiplicity is 2.

Last column: Mulliken spin population.
Cartesian coordinates (Å):
N 0.61 0.82 -1.10  0.001
C -0.36 -0.04 -0.20  0.030
C -1.01 -1.12 -1.14  0.009
C 0.42 -0.79 0.82  0.015
S 1.40 0.45 1.93  0.549
S -0.04 1.47 3.07  0.384
H 1.42 1.08 -0.52  0.000
H 0.25 1.69 -1.50  0.001
H 1.00 0.15 -1.77  -0.002
H -1.04 0.70 0.20  -0.007
H -1.70 -1.67 -0.51  0.000
H -0.30 -1.83 -1.56  0.000
H -1.53 -0.55 -1.92  0.005
H 1.08 -1.55 0.37  -0.004
H -0.12 -1.32 1.60  0.001
H -0.07 2.52 2.22  0.018



[3]
2 unconnected molecules or ions with the total composition C3H10NSi in a non-equilibrium geometry, computed with the ωB97M-V functional and the def2-TZVPD basis.

The molar mass comes out at 88.21 g/mol. For the total energy, the calculation gives -464.1864 a.u. Its LUMO energy is -0.1366 Ha. As for the charge: +1. For the energy relative to the best compared isomer or geometry (same formula, charge and spin), the calculation gives 39.01 kcal per mole. Its frontier orbital gap is 0.432 hartree. Its spin multiplicity is 1.

Last column: Löwdin charge in e.
Cartesian coordinates (Å):
C -0.03 0.77 -1.09  -0.188
C 1.34 0.39 -0.47  -0.275
C -1.00 -0.82 0.41  -0.271
N -0.98 0.62 0.02  -0.057
Si 0.92 -1.02 0.84  0.753
H -0.05 1.80 -1.49  0.148
H -0.13 -0.07 -1.80  0.137
H 1.96 0.10 -1.29  0.071
H 1.66 1.37 -0.11  0.073
H -1.92 -1.03 1.64  0.244
H -1.27 -1.59 -0.28  0.052
H -0.70 1.16 0.82  0.151
H -1.92 0.95 0.00  0.168
H 1.54 -2.33 0.21  -0.003
H 1.03 -0.71 2.40  -0.005



[4]
2 unconnected molecules or ions with the total composition C3H10O in a non-equilibrium geometry, computed with the ωB97M-V functional and the def2-TZVPD basis.

The molar mass comes out at 62.11 g/mol. For the total energy, the calculation gives -195.5080 a.u. Its LUMO energy is 0.0384 Ha. For the energy relative to the best compared isomer or geometry (same formula, charge and spin), the calculation gives 13.16 kcal per mole. Its frontier orbital gap is 0.420 hartree. Its SMILES is CCO.C. Its spin multiplicity is 1.

Last column: Löwdin charge in e.
Cartesian coordinates (Å):
C -0.63 2.02 2.92  -0.104
C -1.11 1.26 1.73  -0.340
O -0.08 0.85 0.86  -0.067
H -0.21 2.96 2.53  0.075
H -1.38 2.31 3.65  0.072
H 0.17 1.59 3.52  0.078
H -1.83 1.87 1.15  0.111
H -1.64 0.36 2.03  0.112
H 0.53 1.55 0.71  0.062
C 1.53 -3.70 -4.87  -0.053
H 2.01 -3.22 -4.03  0.010
H 2.18 -4.57 -5.02  0.016
H 1.44 -3.14 -5.79  0.013
H 0.62 -4.15 -4.47  0.014



[5]
2 unconnected molecules or ions with the total composition C3H10O in a non-equilibrium geometry, computed with the ωB97M-V functional and the def2-TZVPD basis.

The molar mass comes out at 62.11 g/mol. For the total energy, the calculation gives -195.4990 a.u. Its LUMO energy is 0.0359 Ha. For the energy relative to the best compared isomer or geometry (same formula, charge and spin), the calculation gives 18.75 kcal per mole. Its frontier orbital gap is 0.412 hartree. Its SMILES is CCO.C. Its spin multiplicity is 1.

Last column: Löwdin charge in e.
Cartesian coordinates (Å):
C 0.67 1.10 2.14  -0.104
C 0.14 1.35 0.75  -0.292
O 1.24 1.70 -0.12  -0.110
H 0.82 1.96 2.80  0.075
H 0.06 0.47 2.79  0.072
H 1.65 0.62 2.02  0.078
H -0.45 2.26 0.67  0.106
H -0.37 0.47 0.37  0.102
H 1.97 2.02 0.43  0.073
C -1.18 -2.42 -2.38  -0.050
H -0.73 -3.40 -2.35  0.012
H -2.10 -2.36 -2.95  0.014
H -0.57 -1.62 -2.83  0.018
H -1.16 -2.15 -1.33  0.005



[6]
2 unconnected molecules or ions with the total composition C3H10O2 in a non-equilibrium geometry, computed with the ωB97M-V functional and the def2-TZVPD basis.

The molar mass comes out at 78.11 g/mol. For the total energy, the calculation gives -270.7647 a.u. Its LUMO energy is 0.0289 Ha. For the energy relative to the best compared isomer or geometry (same formula, charge and spin), the calculation gives 4.45 kcal per mole. Its frontier orbital gap is 0.407 hartree. Its SMILES is CC(C)O.O. Its spin multiplicity is 1.

Last column: Löwdin charge in e.
Cartesian coordinates (Å):
C 0.56 0.72 0.27  -0.063
C -0.91 1.02 0.44  -0.506
C -1.14 2.48 0.83  -0.054
O -1.59 0.73 -0.78  -0.050
H 0.70 -0.31 -0.03  0.075
H 0.98 1.35 -0.50  0.082
H 1.10 0.94 1.19  0.077
H -1.32 0.38 1.23  0.133
H -0.40 2.76 1.59  0.079
H -1.09 3.10 -0.01  0.064
H -2.10 2.57 1.34  0.074
H -2.46 0.37 -0.57  0.090
O 2.72 -5.39 -2.00  -0.055
H 2.81 -4.68 -1.37  0.029
H 2.13 -6.04 -1.63  0.026



[7]
3 unconnected molecules or ions with the total composition C3H10O2 in a non-equilibrium geometry, computed with the ωB97M-V functional and the def2-TZVPD basis.

The molar mass comes out at 78.11 g/mol. For the total energy, the calculation gives -270.7257 a.u. Its LUMO energy is 0.0261 Ha. For the energy relative to the best compared isomer or geometry (same formula, charge and spin), the calculation gives 28.93 kcal per mole. Its frontier orbital gap is 0.377 hartree. Its SMILES is C=CC.O.O. Its spin multiplicity is 1.

Last column: Löwdin charge in e.
Cartesian coordinates (Å):
C -1.62 -2.38 0.62  -0.024
C -0.58 -1.83 -0.01  -0.262
C 0.79 -1.63 0.57  -0.118
H -2.63 -2.38 0.23  0.046
H -1.42 -2.42 1.69  0.053
H -0.68 -1.69 -1.09  0.089
H 1.42 -0.93 0.04  0.068
H 0.55 -1.27 1.58  0.071
H 1.32 -2.57 0.79  0.079
O -0.54 2.63 1.95  -0.053
H -0.45 3.37 1.34  0.033
H -1.33 2.12 1.85  0.018
O 1.35 3.03 -3.00  -0.056
H 1.97 2.31 -3.00  0.020
H 1.84 3.65 -3.56  0.036



[8]
3 unconnected molecules or ions with the total composition C3H10O2 in a non-equilibrium geometry, computed with the ωB97M-V functional and the def2-TZVPD basis.

The molar mass comes out at 78.11 g/mol. For the total energy, the calculation gives -270.3246 a.u. Its LUMO energy (spin up / spin down) is -0.2176 / -0.3411 Ha. As for the expectation value of S²: 0.75. As for the charge: +1. For the energy relative to the best compared isomer or geometry (same formula, charge and spin), the calculation gives 44.62 kcal per mole. Its frontier orbital gap (spin up / spin down) is 0.240 / 0.116 hartree. Its spin multiplicity is 2.

Last column: Mulliken spin population.
Cartesian coordinates (Å):
C -2.97 -0.44 -1.43  0.042
C -3.48 -1.77 -1.17  0.335
C -4.48 -2.33 -1.81  0.384
H -1.76 -0.74 -1.58  0.026
H -3.42 0.21 -2.14  0.020
H -3.05 0.28 -0.49  0.049
H -2.66 -2.48 -1.04  0.050
H -5.07 -3.18 -1.45  0.026
H -4.81 -1.64 -2.52  0.068
H 3.99 2.72 1.25  0.000
H 5.23 2.92 0.44  0.000
O 4.74 2.26 1.05  0.000
H 5.33 0.88 3.71  0.000
H 6.32 1.87 3.18  0.000
O 6.08 1.46 4.00  0.000



[9]
3 unconnected molecules or ions with the total composition C3H10O3 in a non-equilibrium geometry, computed with the ωB97M-V functional and the def2-TZVPD basis.

The molar mass comes out at 94.11 g/mol. For the total energy, the calculation gives -345.9610 a.u. Its LUMO energy is 0.0180 Ha. For the energy relative to the best compared isomer or geometry (same formula, charge and spin), the calculation gives 33.54 kcal per mole. Its frontier orbital gap is 0.353 hartree. Its SMILES is C=CCO.O.O. Its spin multiplicity is 1.

Last column: Löwdin charge in e.
Cartesian coordinates (Å):
C 0.84 1.44 -0.60  -0.043
C -0.37 0.95 -0.74  -0.167
C -0.61 -0.37 -1.45  -0.277
O 0.50 -1.24 -1.46  -0.073
H 1.21 2.39 -0.23  0.056
H 1.75 1.06 -1.08  0.070
H -1.18 1.54 -0.32  0.097
H -1.43 -0.92 -1.00  0.089
H -0.77 -0.04 -2.47  0.116
H 1.05 -1.05 -0.69  0.043
O -1.61 -0.73 1.39  -0.034
H -1.99 -1.58 1.58  0.044
H -2.19 -0.07 1.76  0.044
O 1.59 -0.56 1.43  -0.047
H 1.23 -1.10 2.14  0.042
H 1.95 0.27 1.75  0.041



[10]
3 unconnected molecules or ions with the total composition C3H10O3 in a non-equilibrium geometry, computed with the ωB97M-V functional and the def2-TZVPD basis.

The molar mass comes out at 94.11 g/mol. For the total energy, the calculation gives -345.9764 a.u. Its LUMO energy is 0.0118 Ha. For the energy relative to the best compared isomer or geometry (same formula, charge and spin), the calculation gives 23.88 kcal per mole. Its frontier orbital gap is 0.369 hartree. Its SMILES is C/C=C/O.O.O. Its spin multiplicity is 1.

Last column: Löwdin charge in e.
Cartesian coordinates (Å):
C -0.99 1.98 -0.61  -0.097
C 0.00 1.11 0.13  -0.125
C 0.02 -0.21 -0.01  -0.222
O 0.73 -1.02 0.86  -0.027
H -0.65 2.21 -1.62  0.072
H -1.99 1.55 -0.61  0.073
H -1.12 2.92 -0.08  0.068
H 0.68 1.60 0.81  0.108
H -0.70 -0.73 -0.63  0.113
H 1.55 -1.34 0.56  0.073
O 0.08 -0.51 -3.39  -0.062
H -0.27 -1.35 -3.09  0.023
H 0.84 -0.43 -2.78  0.034
O 0.47 -1.96 3.87  -0.062
H 0.21 -1.34 3.18  0.003
H 1.16 -2.46 3.42  0.030



[11]
3 unconnected molecules or ions with the total composition C3H10O3S in a non-equilibrium geometry, computed with the ωB97M-V functional and the def2-TZVPD basis.

The molar mass comes out at 126.18 g/mol. For the total energy, the calculation gives -744.0807 a.u. Its LUMO energy is 0.2257 Ha. As for the charge: -2. For the energy relative to the best compared isomer or geometry (same formula, charge and spin), the calculation gives 66.00 kcal per mole. Its frontier orbital gap is 0.204 hartree. Its spin multiplicity is 1.

Last column: Löwdin charge in e.
Cartesian coordinates (Å):
C 0.78 -0.94 -0.16  -0.408
O -0.23 -1.93 -0.30  -0.333
C 0.08 0.42 -0.23  -0.361
C -0.86 0.29 0.92  -0.711
S -1.02 2.03 1.76  -0.134
H 1.34 -1.18 0.63  0.049
H 1.37 -0.96 -1.17  0.110
H -0.51 0.19 -1.08  0.072
H 0.73 1.30 -0.41  0.060
H -0.53 -0.49 1.58  0.022
H -1.86 -0.15 0.52  0.075
H 1.14 2.33 -1.65  -0.078
H 0.13 1.92 -2.35  0.004
O 0.82 2.54 -2.44  -0.014
H 0.22 -3.19 -0.50  -0.016
H 1.60 -3.81 0.12  -0.027
O 1.00 -4.00 -0.64  -0.309



[12]
3 unconnected molecules or ions with the total composition C3H10O3S, computed with the ωB97M-V functional and the def2-TZVPD basis.

The molar mass comes out at 126.18 g/mol. For the total energy, the calculation gives -744.1781 a.u. Its LUMO energy is 0.2209 Ha. As for the charge: -2. For the energy relative to the best compared isomer or geometry (same formula, charge and spin), the calculation gives 4.85 kcal per mole. Its frontier orbital gap is 0.213 hartree. Its spin multiplicity is 1.

Last column: Löwdin charge in e.
Cartesian coordinates (Å):
C -0.07 -0.15 -0.56  -0.370
O -1.17 -0.16 0.29  -0.312
C 1.12 0.68 0.00  -0.310
C 2.43 0.39 -0.72  -0.852
S 3.86 1.46 -0.36  -0.045
H 0.23 -1.18 -0.78  0.092
H -0.32 0.35 -1.52  0.097
H 1.23 0.46 1.06  0.089
H 0.80 1.72 -0.10  0.088
H 2.25 0.39 -1.80  0.026
H 2.70 -0.65 -0.48  0.024
H -2.93 1.82 0.98  -0.050
H -2.23 0.62 0.20  -0.024
O -3.20 1.21 0.28  -0.277
H -1.07 -2.86 1.47  -0.009
H -1.70 -1.61 0.82  -0.012
O -1.93 -2.50 1.24  -0.153